# 1
DFT (ωB97M-V/def2-TZVPD) results for a structure of composition C37H50InN5O7PTe.

Geometry as XYZ:
```
102
Properties=species:S:1:pos:R:3:lowdin_charge:R:1
In -0.115 -0.853 -0.169 0.588
O -4.966 0.884 -0.313 0.098
C -3.790 0.257 -0.067 -0.464
O -2.967 0.106 -0.927 0.057
C -3.682 -0.228 1.344 -0.204
C -4.535 0.252 2.325 -0.008
C -4.373 -0.238 3.616 -0.047
C -3.410 -1.199 3.846 0.008
C -2.615 -1.642 2.785 -0.172
N -2.730 -1.133 1.563 0.178
C -1.577 -2.755 3.044 -0.666
O -1.398 -3.032 4.239 -0.005
O -1.050 -3.247 2.023 -0.210
H -4.923 1.155 -1.242 0.127
H -5.292 0.982 2.081 0.111
H -5.001 0.124 4.421 0.103
H -3.229 -1.638 4.817 0.114
N 1.735 -3.421 1.290 0.120
C 2.339 -2.897 2.395 -0.239
C 3.506 -3.399 2.936 -0.034
C 4.035 -2.892 4.134 -0.101
C 3.388 -1.910 4.828 -0.069
C 2.212 -1.342 4.284 -0.152
C 1.473 -0.347 4.963 -0.009
C 0.376 0.195 4.369 -0.044
C 0.062 -0.192 3.050 -0.178
N 0.707 -1.121 2.390 0.107
C 1.729 -1.765 3.027 -0.132
H 0.717 -3.429 1.335 -0.010
H 2.121 -4.284 0.946 0.097
H 3.987 -4.238 2.446 0.104
H 4.947 -3.325 4.529 0.096
H 3.755 -1.554 5.783 0.099
H 1.787 -0.044 5.956 0.113
H -0.231 0.941 4.864 0.106
H -0.719 0.327 2.508 0.073
O 0.989 -1.106 -2.466 -0.098
N 2.071 -1.329 -1.872 -0.550
O 3.015 -1.870 -2.405 0.062
O 2.136 -0.947 -0.649 -0.137
C -0.128 -4.735 -7.019 -0.064
C -0.280 -4.291 -5.588 -0.280
C -1.220 -3.339 -5.225 -0.027
C -1.392 -2.945 -3.901 -0.314
C -2.403 -1.877 -3.591 -0.089
C -0.610 -3.527 -2.897 -0.484
Te -1.081 -3.307 -0.814 1.168
C 0.385 -4.449 -3.256 -0.316
C 1.343 -5.048 -2.257 -0.100
C 0.524 -4.822 -4.590 -0.028
H -0.806 -4.188 -7.674 0.066
H -0.347 -5.800 -7.124 0.074
H 0.891 -4.576 -7.378 0.075
H -1.834 -2.878 -5.993 0.105
H -2.844 -1.485 -4.509 0.072
H -1.936 -1.053 -3.053 0.049
H -3.200 -2.255 -2.947 0.064
H 1.622 -4.319 -1.497 0.027
H 2.250 -5.381 -2.764 0.075
H 0.903 -5.905 -1.742 0.077
H 1.299 -5.536 -4.856 0.113
C 0.252 2.047 -2.757 -0.086
C -0.142 3.131 -1.743 -0.583
C -1.670 3.258 -1.852 -0.092
C 0.489 4.458 -2.174 -0.083
P 0.260 2.523 0.010 0.874
N -0.261 1.093 0.285 -0.280
C -0.676 3.664 1.224 -0.571
C -0.089 3.466 2.629 -0.092
C -2.136 3.181 1.316 -0.091
C -0.675 5.164 0.913 -0.086
C 2.119 2.773 0.294 -0.581
C 2.542 1.869 1.464 -0.080
C 2.567 4.213 0.568 -0.086
C 2.914 2.270 -0.921 -0.084
H -0.196 2.302 -3.722 0.088
H -0.125 1.069 -2.471 0.047
H 1.324 1.962 -2.906 0.067
H -1.936 3.336 -2.911 0.086
H -2.053 4.148 -1.355 0.057
H -2.166 2.377 -1.445 0.059
H 0.136 4.691 -3.184 0.087
H 1.576 4.407 -2.221 0.057
H 0.213 5.292 -1.532 0.058
H -0.046 2.411 2.887 0.046
H -0.745 3.964 3.350 0.086
H 0.905 3.890 2.747 0.060
H -2.170 2.091 1.326 0.050
H -2.753 3.541 0.497 0.064
H -2.571 3.556 2.247 0.084
H 0.324 5.583 0.808 0.061
H -1.164 5.687 1.742 0.086
H -1.241 5.397 0.012 0.057
H 2.091 2.139 2.416 0.061
H 3.628 1.940 1.574 0.090
H 2.295 0.829 1.255 0.057
H 2.194 4.605 1.511 0.057
H 2.281 4.903 -0.226 0.061
H 3.660 4.218 0.627 0.087
H 2.598 1.278 -1.228 0.061
H 3.965 2.195 -0.627 0.091
H 2.864 2.950 -1.771 0.063
```

Results
Net charge: -1
Lowest unoccupied orbital energy (eV): 2.25
HOMO-LUMO gap (eV): 6.90
Spin multiplicity: 1

***

# 2
DFT (ωB97M-V/def2-TZVPD) results for a structure of composition C31H55B3N2O7.

Geometry as XYZ:
```
98
Properties=species:S:1:pos:R:3:mulliken_spin:R:1
C 6.729 -2.339 0.519 0.000
C 6.050 -2.268 -0.811 0.000
O 5.854 -3.229 -1.483 0.000
O 5.635 -1.028 -1.145 0.000
C 5.827 -0.658 -2.510 0.000
C 4.672 0.217 -2.951 0.000
C 4.549 1.521 -2.142 0.000
B 3.033 1.870 -1.967 0.000
O 2.423 2.955 -2.595 0.000
B 1.139 2.577 -2.963 0.000
O 0.282 2.267 -1.929 0.000
B 0.945 1.576 -0.938 0.000
C 0.351 1.326 0.492 0.000
C -1.032 0.630 0.472 0.000
C -1.225 -0.298 -0.695 0.001
C -0.338 -1.337 -0.975 0.001
C -0.550 -2.171 -2.067 0.001
C -1.661 -2.010 -2.889 -0.001
C -2.563 -0.990 -2.613 -0.001
C -2.336 -0.143 -1.533 0.000
O 2.213 1.049 -1.207 0.000
H 7.474 -3.121 0.508 0.000
H 5.970 -2.614 1.250 0.000
H 7.123 -1.376 0.821 0.000
H 5.857 -1.532 -3.153 0.000
H 6.774 -0.133 -2.637 0.000
H 3.774 -0.379 -2.791 0.000
H 4.754 0.408 -4.017 0.000
H 5.061 2.347 -2.629 0.000
H 4.983 1.389 -1.152 0.000
H 0.851 2.438 -4.105 0.000
H 0.222 2.295 0.977 0.000
H 1.041 0.740 1.089 0.000
H -1.211 0.114 1.412 0.000
H -1.800 1.397 0.419 0.000
H 0.525 -1.464 -0.336 0.000
H 0.166 -2.955 -2.267 0.001
H -1.847 -2.668 -3.722 0.000
H -3.443 -0.831 -3.215 0.000
H -3.043 0.649 -1.333 0.000
C -5.261 -6.143 0.604 0.018
C -5.252 -5.889 -0.914 0.006
C -5.727 -7.136 -1.662 0.024
C -4.690 -8.257 -1.694 -0.019
C -3.368 -7.740 -2.255 0.024
C -2.838 -6.513 -1.511 0.016
N -3.895 -5.464 -1.374 0.366
O -3.991 -4.785 -2.468 0.575
C -2.296 -6.939 -0.131 0.016
C -1.643 -5.937 -2.263 -0.024
C -6.254 -4.762 -1.138 -0.008
H -4.985 -5.237 1.145 -0.009
H -6.264 -6.429 0.921 0.000
H -4.599 -6.941 0.928 0.000
H -5.976 -6.863 -2.693 0.004
H -6.652 -7.495 -1.206 0.001
H -4.552 -8.675 -0.693 0.000
H -5.056 -9.073 -2.320 0.001
H -2.613 -8.529 -2.222 0.001
H -3.510 -7.488 -3.311 0.004
H -2.168 -6.075 0.522 -0.010
H -1.321 -7.413 -0.246 0.001
H -2.922 -7.669 0.378 0.002
H -1.885 -5.690 -3.295 0.001
H -0.842 -6.675 -2.281 0.000
H -1.270 -5.037 -1.771 0.007
H -5.911 -3.834 -0.678 0.000
H -7.206 -5.035 -0.683 0.001
H -6.433 -4.573 -2.194 0.001
C 3.106 5.789 3.761 0.024
C 1.615 5.487 3.524 0.015
C 1.347 5.290 2.032 0.023
C 1.361 6.592 1.234 -0.020
C 0.390 7.600 1.847 0.029
C 0.648 7.856 3.332 0.018
N 0.756 6.570 4.090 0.361
O -0.421 6.109 4.355 0.563
C 1.925 8.706 3.497 0.020
C -0.486 8.695 3.910 -0.006
C 1.361 4.172 4.254 -0.012
H 3.316 5.866 4.828 -0.011
H 3.711 4.976 3.358 0.000
H 3.459 6.699 3.284 0.001
H 0.370 4.813 1.897 0.002
H 2.085 4.599 1.617 -0.001
H 2.373 7.003 1.193 0.000
H 1.070 6.389 0.202 0.001
H 0.446 8.549 1.308 0.000
H -0.631 7.227 1.717 0.004
H 2.286 8.675 4.525 -0.011
H 1.710 9.747 3.255 0.001
H 2.736 8.409 2.835 0.001
H -1.459 8.234 3.760 0.001
H -0.500 9.665 3.413 0.000
H -0.344 8.862 4.979 -0.002
H 1.475 4.291 5.332 -0.003
H 2.085 3.431 3.914 0.001
H 0.366 3.777 4.058 0.002
```

Results
Lowest unoccupied orbital energy (spin up / spin down) (eV): 0.47 / 0.39
HOMO-LUMO gap (spin up / spin down) (eV): 8.79 / 9.22
Spin multiplicity: 3

***

# 3
DFT (ωB97M-V/def2-TZVPD) results for a structure of composition C6H12ClFeO16S3.

Geometry as XYZ:
```
39
Properties=species:S:1:pos:R:3:mulliken_spin:R:1
Fe 1.775 -0.640 3.147 3.839
Cl 0.819 1.634 1.659 0.001
O -0.015 1.594 0.522 0.010
O 0.169 1.048 2.844 0.046
O 1.900 0.615 1.448 0.079
O 1.331 2.922 1.935 0.005
C -0.973 -5.094 3.696 0.000
C -1.951 -4.759 2.548 0.000
O -1.450 -3.516 1.989 0.001
S -1.063 -2.636 3.256 0.006
O -2.214 -2.384 4.029 0.003
O -0.127 -1.592 2.931 0.002
O -0.199 -3.875 3.806 0.000
H -0.303 -5.909 3.436 0.000
H -1.407 -5.309 4.669 0.000
H -2.927 -4.456 2.931 0.000
H -2.129 -5.468 1.747 0.000
C -1.582 4.832 -1.599 0.000
C -0.085 4.897 -1.230 0.000
O 0.580 4.106 -2.193 0.000
S -0.267 3.824 -3.523 0.000
O -0.304 2.415 -3.706 0.000
O 0.203 4.636 -4.582 0.000
O -1.656 4.427 -2.955 0.000
H -1.982 5.837 -1.447 0.000
H -2.274 4.219 -1.020 0.000
H 0.062 4.467 -0.238 0.000
H 0.339 5.898 -1.170 0.000
C 0.915 -0.503 -2.954 0.000
C 2.225 -0.261 -2.238 0.001
O 2.505 -1.500 -1.568 0.000
S 1.162 -2.272 -1.144 -0.001
O 0.701 -1.905 0.158 0.008
O 1.236 -3.630 -1.530 0.000
O 0.204 -1.447 -2.146 0.000
H 1.167 -0.993 -3.896 0.000
H 0.305 0.376 -3.134 0.000
H 2.315 0.521 -1.485 -0.001
H 2.994 -0.122 -2.995 0.000
```

Results
Net charge: +1
Lowest unoccupied orbital energy (spin up / spin down) (eV): -6.48 / -6.72
HOMO-LUMO gap (spin up / spin down) (eV): 6.59 / 6.34
Spin multiplicity: 5

***

Taking the records one at a time from the top gives E_tot values of -82721.5868 -52385.4898 -118572.4027 eV.
Taking the records one at a time from the top gives max |F| values of 0.5 1.9 4.0 eV Å⁻¹.